{
  "formula": "H9O4",
  "method": "ωB97M-V/def2-TZVPD",
  "species": ["O", "H", "H", "H", "O", "H", "H", "O", "H", "H", "O", "H", "H"],
  "coordinates": [[-0.70, -0.42, 0.02], [-1.00, 0.40, 0.60], [0.18, -0.32, -0.44], [-0.44, -0.88, 0.85], [1.53, -1.60, 0.19], [2.44, -1.51, 0.52], [1.62, -2.13, -0.61], [1.09, 0.76, -1.85], [1.20, 0.39, -2.73], [1.17, 1.72, -1.78], [-2.05, 1.07, 1.56], [-2.82, 0.56, 1.82], [-2.21, 1.97, 1.85]],
  "lowdin_charge": [0.18, 0.12, 0.10, 0.15, -0.03, 0.09, 0.08, -0.03, 0.07, 0.07, 0.01, 0.10, 0.10],
  "homo_energy_ev": -15.93,
  "charge": 1
}

{
  "formula": "H9O4S",
  "method": "ωB97M-V/def2-TZVPD",
  "species": ["S", "H", "H", "H", "O", "H", "H", "O", "H", "H", "O", "H", "H", "O"],
  "coordinates": [[-1.08, 1.27, 0.99], [-1.41, 2.53, 1.23], [-0.18, -1.23, 2.00], [0.85, -0.08, 1.85], [0.76, -1.02, 2.10], [-1.07, 0.28, -1.71], [-0.57, 1.57, -1.39], [-0.53, 0.96, -2.16], [2.19, 2.37, 0.81], [0.94, 3.18, 0.87], [1.87, 3.27, 0.69], [-0.75, -3.77, -2.24], [-0.39, -4.62, -1.07], [-0.62, -4.70, -1.98]],
  "lowdin_charge": [0.04, -0.40, -0.01, -0.07, -0.17, -0.01, -0.07, -0.18, 0.02, -0.05, -0.09, 0.04, 0.02, -0.06],
  "homo_energy_ev": -3.99,
  "charge": -1
}

{
  "formula": "H9O5",
  "method": "ωB97M-V/def2-TZVPD",
  "species": ["O", "H", "O", "H", "H", "O", "H", "H", "O", "H", "H", "O", "H", "H"],
  "coordinates": [[0.49, 0.21, 1.79], [0.36, 1.17, 1.89], [0.10, -0.18, -0.87], [1.03, -0.47, -0.71], [-0.07, -0.17, 0.10], [-1.00, -0.95, 3.03], [-0.75, -0.26, 3.69], [-0.29, -0.70, 2.27], [2.93, 0.18, 2.66], [2.21, 0.11, 2.00], [2.81, -0.72, 2.98], [-2.71, 0.93, -6.48], [-1.91, 0.38, -6.54], [-3.20, 0.45, -5.81]],
  "lowdin_charge": [-0.06, 0.11, -0.09, 0.04, -0.01, 0.00, 0.07, -0.01, -0.08, -0.01, 0.03, -0.07, 0.04, 0.02],
  "spin_multiplicity": 2,
  "homo_energy_ev": [-11.46, -11.40]
}

{
  "formula": "HI2PS2",
  "method": "ωB97M-V/def2-TZVPD",
  "species": ["P", "S", "S", "I", "I", "H"],
  "coordinates": [[-0.08, 0.21, 0.47], [-1.81, 0.41, -0.66], [1.26, 0.87, -0.97], [0.09, -2.75, 0.42], [3.09, 1.41, 0.45], [-2.55, -0.15, 0.29]],
  "lowdin_charge": [-0.11, 0.23, -0.24, 0.06, 0.26, -0.19],
  "spin_multiplicity": 3,
  "homo_energy_ev": [-6.70, -8.81]
}